Arrangement P

{
  "formula": "C4H14N2O2",
  "method": "wB97M-V/def2-TZVPD",
  "homo_ha": -0.2866,
  "mol_weight_g_mol": 122.2,
  "orbital_gap_ev": 5.92,
  "symbols": ["O", "O", "N", "N", "C", "C", "C", "C", "H", "H", "H", "H", "H", "H", "H", "H", "H", "H", "H", "H", "H", "H"],
  "coordinates": [[0.64, 2.23, 1.42], [0.65, 0.40, -2.41], [1.34, -0.48, 1.74], [-0.86, 1.22, -0.41], [1.30, -1.00, 0.35], [-2.08, -1.03, -0.55], [-1.18, -0.11, 0.18], [-0.27, -1.34, -0.08], [-0.04, -1.41, -1.13], [-1.77, 1.71, -0.16], [-1.46, 0.06, 1.25], [-1.94, -1.51, -1.53], [1.12, 3.07, 1.38], [1.63, -0.22, -0.37], [2.12, -0.61, 2.34], [-0.48, -2.28, 0.40], [1.98, -1.89, 0.26], [1.38, 0.97, -2.70], [-0.05, 0.94, -2.15], [1.11, 0.46, 1.78], [-3.16, -1.14, -0.15], [-0.01, 1.98, 0.53]]
}

Arrangement Q

{
  "formula": "C4H14N2O2",
  "method": "wB97M-V/def2-TZVPD",
  "homo_ha": -0.2901,
  "mol_weight_g_mol": 122.2,
  "orbital_gap_ev": 8.76,
  "smiles": "CC/C(N)=C/N.O.O",
  "symbols": ["O", "O", "N", "N", "C", "C", "C", "C", "H", "H", "H", "H", "H", "H", "H", "H", "H", "H", "H", "H", "H", "H"],
  "coordinates": [[1.64, 1.71, 0.42], [2.77, -0.75, -0.52], [-0.56, 1.03, -1.31], [0.40, -1.53, -1.77], [-1.89, 0.21, 0.72], [-0.93, -0.03, -0.44], [-0.47, -1.26, -0.68], [-1.26, 0.43, 2.07], [-2.54, -0.67, 0.75], [2.04, -1.26, -0.92], [-0.97, 1.46, 2.22], [0.24, -2.43, -2.21], [-0.69, -2.05, 0.02], [2.06, 0.91, 0.05], [2.28, 2.01, 1.08], [-2.55, 1.06, 0.50], [3.48, -1.38, -0.37], [-1.33, 1.68, -1.41], [0.37, -0.78, -2.45], [-1.89, 0.23, 2.92], [0.19, 1.58, -0.90], [-0.39, -0.17, 2.25]]
}

Arrangement R

{
  "formula": "C4H14N2O2",
  "method": "wB97M-V/def2-TZVPD",
  "homo_ha": -0.3406,
  "mol_weight_g_mol": 122.2,
  "orbital_gap_ev": 9.77,
  "smiles": "NC[C@H](N)CCO.O",
  "symbols": ["O", "O", "N", "N", "C", "C", "C", "C", "H", "H", "H", "H", "H", "H", "H", "H", "H", "H", "H", "H", "H", "H"],
  "coordinates": [[-4.70, 2.45, -0.68], [2.04, -0.33, 3.02], [-0.48, 0.42, -2.29], [1.64, -1.13, -1.05], [-0.55, 0.22, -0.80], [0.68, -0.89, 1.16], [1.99, -1.22, 1.92], [0.82, -0.26, -0.25], [-0.06, -0.28, 1.73], [2.83, -0.95, 1.31], [2.08, -2.26, 2.04], [1.46, -0.84, -1.96], [-1.39, 0.23, -2.82], [-0.13, 1.29, -2.59], [-3.85, 2.80, -0.89], [-1.09, -0.69, -0.55], [1.37, 0.35, 2.96], [0.15, -1.77, 0.97], [1.46, 0.72, -0.17], [-4.78, 3.04, 0.14], [1.32, -2.03, -1.01], [-0.81, 1.15, -0.19]]
}

The structure with the least stability is arrangement P.

Arrangement P

{
  "formula": "C2H22O9",
  "method": "wB97M-V/def2-TZVPD",
  "homo_ha": -0.3761,
  "mol_weight_g_mol": 190.2,
  "orbital_gap_ev": 10.65,
  "smiles": "CO.CO.O.O.O.O.O.O.O",
  "symbols": ["O", "O", "O", "O", "O", "O", "O", "O", "O", "C", "C", "H", "H", "H", "H", "H", "H", "H", "H", "H", "H", "H", "H", "H", "H", "H", "H", "H", "H", "H", "H", "H", "H"],
  "coordinates": [[2.80, 1.76, 0.69], [2.49, -0.92, 0.03], [0.23, -2.06, -1.35], [2.52, 2.06, 3.32], [1.97, -0.59, 2.74], [-3.36, -1.01, -1.83], [-1.47, -0.73, 1.03], [-0.86, 0.17, -2.33], [-1.79, 1.87, 0.19], [-3.47, -2.45, -1.75], [2.08, 2.13, -0.47], [-4.48, -2.80, -1.90], [1.02, -2.38, -1.72], [-1.40, -1.01, 0.11], [2.15, -1.06, 0.92], [-2.24, 2.39, 0.81], [1.80, -1.12, 3.47], [-1.81, -0.04, -2.35], [1.05, 2.27, -0.26], [-3.15, -2.76, -0.73], [2.43, 3.08, -0.93], [-1.57, 1.08, 0.71], [-4.20, -0.59, -1.62], [-0.90, 0.89, -1.66], [-0.56, -0.88, 1.35], [2.08, 1.37, -1.24], [0.03, -1.24, -1.89], [-2.81, -2.91, -2.54], [1.88, 0.39, 2.90], [2.79, 2.31, 2.43], [1.70, -0.89, -0.54], [3.02, 0.84, 0.65], [2.03, 2.79, 3.76]]
}

Arrangement Q

{
  "formula": "C2H22O9",
  "method": "wB97M-V/def2-TZVPD",
  "homo_ha": -0.3804,
  "mol_weight_g_mol": 190.2,
  "orbital_gap_ev": 10.76,
  "smiles": "CCO.O.O.O.O.O.O.O.O",
  "symbols": ["O", "O", "O", "O", "O", "O", "O", "O", "O", "C", "C", "H", "H", "H", "H", "H", "H", "H", "H", "H", "H", "H", "H", "H", "H", "H", "H", "H", "H", "H", "H", "H", "H"],
  "coordinates": [[-0.90, -3.17, 2.56], [-1.33, -1.24, -2.32], [1.90, 1.75, 0.09], [-1.13, 1.22, -3.37], [-2.49, 1.12, 0.50], [0.00, -0.87, 3.72], [-2.18, -1.61, 0.72], [0.07, 2.89, -1.47], [-0.04, 0.08, 1.18], [3.07, 1.05, -0.39], [2.71, -0.36, -0.89], [2.55, -0.29, -1.97], [0.91, 2.40, -1.32], [-0.52, 1.88, -2.92], [-0.54, -0.68, 0.82], [-1.80, -2.36, 1.26], [1.13, 1.17, 0.12], [-3.06, 1.25, 1.28], [-0.01, -0.64, 2.75], [-1.33, -1.76, -3.10], [-0.21, -0.08, 4.18], [-2.63, 0.19, 0.26], [-0.11, 3.11, -0.57], [3.45, -1.08, -0.61], [-0.01, -3.63, 2.51], [-2.00, 1.38, -3.00], [-1.08, -0.32, -2.61], [3.73, 1.08, 0.48], [3.53, 1.66, -1.17], [1.69, -0.60, -0.61], [-0.77, -2.47, 3.25], [-0.65, 0.78, 0.83], [-1.99, -1.86, -0.18]]
}

The structure with the least stability is arrangement P.

Arrangement P

{
  "formula": "C2H16NO5",
  "method": "wB97M-V/def2-TZVPD",
  "homo_ha": -0.5258,
  "total_charge": 1,
  "mol_weight_g_mol": 134.2,
  "orbital_gap_ev": 11.26,
  "symbols": ["O", "O", "O", "O", "O", "N", "C", "C", "H", "H", "H", "H", "H", "H", "H", "H", "H", "H", "H", "H", "H", "H", "H", "H"],
  "coordinates": [[1.46, -1.51, -0.31], [-0.08, -2.95, -1.72], [1.73, -0.64, 1.99], [0.74, 0.88, -1.41], [-1.38, -0.63, -2.52], [0.46, 1.79, 1.30], [-1.88, 1.47, 1.85], [-0.92, 2.26, 1.38], [2.70, -0.96, 2.26], [-0.90, -3.10, -1.17], [-1.04, 3.35, 1.14], [-1.68, 0.51, 2.39], [0.62, 1.09, 2.00], [-2.87, 1.75, 1.82], [-0.46, -2.37, -2.44], [-1.77, -0.08, -3.15], [1.51, -1.03, 1.12], [1.32, 0.15, -1.29], [-2.13, -0.66, -1.98], [0.90, 1.51, 0.47], [-0.09, 0.48, -1.89], [0.62, -1.72, -0.84], [2.06, -2.12, -0.70], [1.07, 2.53, 1.72]]
}

Arrangement Q

{
  "formula": "C2H16NO5",
  "method": "wB97M-V/def2-TZVPD",
  "homo_ha": -0.4847,
  "total_charge": 1,
  "mol_weight_g_mol": 134.2,
  "orbital_gap_ev": 3.49,
  "symbols": ["O", "O", "O", "O", "O", "N", "C", "C", "H", "H", "H", "H", "H", "H", "H", "H", "H", "H", "H", "H", "H", "H", "H", "H"],
  "coordinates": [[-1.23, -1.56, 1.63], [3.20, 1.07, -1.10], [1.85, 1.98, 1.19], [1.86, -1.16, -1.17], [1.20, -0.77, 1.37], [-2.22, -1.34, -0.71], [-2.67, -0.16, -0.86], [-2.59, 0.90, 0.10], [1.55, -1.08, -0.25], [-1.63, -1.61, 0.68], [-3.09, 1.84, -0.11], [3.72, 1.33, -1.86], [1.94, 2.37, 0.31], [-1.96, -1.04, 1.98], [-0.37, 1.05, -0.37], [-2.47, 0.66, 1.15], [1.49, -0.35, 2.18], [-2.61, -2.11, -1.27], [0.08, 0.91, -0.97], [2.72, 1.59, 1.35], [2.73, 0.27, -1.40], [1.24, -1.79, -1.52], [-3.04, 0.16, -1.84], [0.30, -1.16, 1.49]]
}

The structure with the least stability is arrangement Q.